Entry 1:
Molecular formula: C38H63ClF14IN9O11PS
Method: DFT, wB97M-V/def2-TZVPD

```
139
Properties=species:S:1:pos:R:3:forces:R:3:lowdin_charge:R:1
C -1.515 10.828 1.715 0.455 -0.153 0.046 -0.069
H 1.323 -0.879 4.427 0.132 0.684 -1.974 0.083
H 1.236 -5.792 4.697 -0.043 0.008 0.112 0.136
C -2.446 -3.629 -1.669 -4.504 2.036 -4.341 -0.305
H -2.821 -5.386 0.467 0.627 1.072 1.430 0.079
H -4.887 8.742 0.950 0.217 0.006 0.031 0.088
C -2.993 -0.712 1.380 -0.051 -0.288 -0.072 -0.072
C -2.217 -2.029 1.863 0.211 1.094 0.071 -0.236
H -0.903 3.822 -9.704 -0.002 -0.197 0.235 0.085
H -0.812 8.834 1.538 -0.062 0.131 0.003 0.141
H -4.286 9.934 2.114 -0.010 0.128 -0.141 0.090
H -2.271 1.605 -11.930 0.099 -0.143 0.078 0.084
H 2.635 -2.028 -1.661 -1.019 -0.140 0.879 0.037
H 1.597 -6.411 0.665 -0.916 -1.273 -0.240 0.055
H 7.588 1.872 5.465 0.225 -0.172 -0.108 0.085
H -0.926 -7.722 1.778 0.306 1.249 -1.290 0.080
H -0.485 -0.514 -1.314 0.456 0.381 1.688 0.144
N 5.693 1.174 5.917 -0.065 -0.343 0.285 -0.001
H -2.620 0.273 1.868 -0.745 -1.755 -0.641 0.138
H -2.471 11.345 1.652 0.087 -0.163 -0.011 0.078
H -0.820 -0.437 3.761 0.711 -0.514 -1.887 0.141
F 2.153 2.597 -1.143 -1.809 -2.169 -1.587 0.036
C -0.613 -1.692 1.818 -0.250 -2.020 2.401 -0.211
O -0.584 3.337 -13.856 -0.077 -0.211 0.266 0.031
H -0.275 -2.454 6.576 0.068 -0.157 -0.067 0.087
O -1.805 2.311 0.696 0.033 -0.339 0.073 -0.021
H 0.158 4.383 -11.854 -0.058 -0.112 0.027 0.142
N -1.941 -2.901 -0.513 3.454 -1.821 -0.487 0.086
C -4.078 9.442 1.161 -0.152 -0.060 -0.028 -0.002
H 7.507 0.108 5.690 -0.140 0.101 0.011 0.075
N -0.737 4.238 1.113 -0.539 -0.550 -0.162 0.021
H -1.279 -7.070 0.074 0.784 0.480 1.387 0.069
C 1.342 0.413 -0.430 -0.788 0.979 1.160 -0.046
H -1.691 -2.974 3.922 -0.898 0.970 -0.782 0.128
P 2.193 -3.184 -0.926 3.522 -4.518 -2.487 0.830
H -1.094 -3.987 6.916 0.090 0.000 0.163 0.092
F -2.853 -5.100 -4.493 1.765 -0.185 3.364 0.082
H 2.001 -2.580 2.726 0.573 1.809 -0.241 0.068
C 5.106 0.424 6.889 -0.598 0.395 0.058 -0.560
H -3.373 4.777 1.728 0.033 0.193 -0.193 0.093
C -0.341 3.071 -10.263 0.233 0.508 -0.111 -0.088
F 1.678 3.218 -3.902 0.739 -3.659 -0.357 0.087
H 2.237 -0.291 -0.485 -1.317 1.099 -0.297 0.084
C -3.167 4.285 0.776 -0.162 -0.219 -0.073 0.010
H -1.082 10.987 2.705 -0.078 0.261 -0.058 0.087
H 1.496 1.046 0.532 -0.065 -0.972 -1.638 0.079
H -0.139 -2.629 2.323 -0.713 1.485 -0.884 0.103
O 0.815 -3.457 4.537 -0.143 0.118 -0.118 -0.018
H 0.676 3.019 -9.870 -0.134 -0.125 0.237 0.074
C -0.598 5.664 1.330 0.207 -0.390 0.071 -0.077
C 1.342 -0.524 3.324 -0.049 -1.548 0.515 -0.693
C -2.460 -4.692 1.328 -1.056 -1.438 -1.013 -0.409
C 2.051 0.402 -7.804 0.982 -1.463 -2.313 -0.293
H 0.085 6.059 0.574 -0.049 0.201 0.057 0.089
H 5.263 -1.265 8.179 -0.011 0.188 -0.130 0.084
C -2.573 -2.475 3.390 -1.257 -1.126 -0.082 -0.112
H -1.555 6.192 1.268 0.646 -0.478 0.017 0.023
F -0.212 1.251 -5.041 3.752 0.230 -0.683 0.088
H -0.162 5.817 2.321 0.000 0.191 -0.019 0.088
H -3.170 -4.967 2.202 1.026 1.078 -1.530 0.106
H -1.686 1.098 -13.523 0.106 0.190 0.085 0.085
C 0.542 -6.408 6.607 0.210 -0.269 -0.312 -0.065
H -0.789 0.455 0.218 0.843 -1.309 -0.401 0.096
H -0.331 0.562 2.320 -0.013 -1.890 0.450 0.077
H -0.680 0.796 -12.098 -0.158 -0.013 0.106 0.082
C 0.529 -4.127 5.527 0.180 -0.344 -0.155 -0.532
O 3.998 0.731 7.310 0.205 -0.188 -0.062 0.014
O -0.712 -5.514 -3.788 -5.535 1.680 1.475 0.122
H 0.072 -5.945 7.472 0.069 0.025 -0.167 0.080
C -0.507 -2.717 -0.442 -0.312 0.214 1.707 -0.195
H -4.760 -1.757 4.983 0.932 -0.050 0.088 0.105
H 2.476 -1.304 1.442 -0.266 0.094 1.666 0.025
F 2.514 -0.859 -8.321 -1.233 3.248 1.356 0.086
H 6.802 -0.452 7.858 0.040 -0.150 -0.124 0.087
O 2.888 -4.400 -1.612 -2.426 3.152 1.780 -0.451
H 0.149 -4.237 -1.678 0.270 0.246 0.257 0.118
H 6.832 0.851 4.220 0.284 -0.075 -0.011 0.081
C 1.160 1.416 -5.451 -1.481 1.968 -0.852 -0.166
C 1.323 1.512 -1.629 0.238 0.463 1.932 -0.266
H -3.438 -3.250 3.420 1.503 1.229 -0.375 0.109
C -0.602 -6.950 0.989 -0.009 -1.591 -0.281 -0.500
O -2.712 7.477 1.082 -0.751 0.771 -0.082 -0.009
F 3.473 1.980 -4.553 -3.677 -0.443 0.206 0.082
C 1.681 0.132 -6.263 -1.008 -2.432 -0.025 -0.182
H 3.383 -1.383 3.063 -1.455 -0.184 -0.784 0.083
H -3.742 -3.084 0.570 1.887 -0.096 0.396 0.149
C -1.889 -5.215 -3.460 4.367 -1.362 -2.715 -0.330
N -2.186 -5.052 -2.024 -0.217 0.910 -0.554 0.129
F 1.129 2.542 -6.356 0.288 -2.812 1.975 0.076
H -2.982 -5.652 -1.749 0.428 0.526 -0.092 0.149
O -5.165 0.346 1.088 2.573 -5.120 2.147 -0.003
H -0.836 11.229 0.960 -0.100 0.238 0.101 0.087
C -4.579 -0.691 1.520 -1.683 5.534 -2.292 -0.622
H -0.111 -7.191 6.214 -0.014 -0.061 0.267 0.086
O -3.807 -1.860 5.235 -1.732 -0.838 1.400 -0.040
F 3.129 1.303 -7.988 -3.322 -2.047 0.596 0.114
C -1.382 1.497 -12.555 -0.081 -0.153 -0.042 -0.013
F 0.581 -0.806 -6.279 2.650 2.173 -0.059 0.072
H 6.040 -1.481 6.603 0.185 0.028 0.082 0.083
C -0.182 -0.490 2.792 0.191 1.563 0.070 -0.159
C 2.075 1.868 -4.214 1.484 1.991 -0.059 -0.165
C 0.906 -7.315 0.549 0.518 -0.184 0.151 -0.160
H 0.523 -3.648 7.613 -0.173 -0.051 0.035 0.094
S -0.768 -5.263 1.782 0.071 -0.202 -0.733 0.840
C 5.857 -0.770 7.412 0.015 -0.138 0.097 -0.013
N 0.800 -5.458 5.545 -0.172 0.723 -0.015 0.013
H -3.125 5.021 -0.029 -0.025 0.140 0.248 0.090
C 6.985 0.977 5.294 -0.249 0.418 -0.172 -0.078
C -0.122 -3.521 6.740 -0.038 0.149 -0.028 0.006
H 1.493 -6.854 6.906 -0.163 -0.089 0.205 0.089
C -2.776 8.693 1.241 0.322 -0.154 0.021 -0.508
N -0.272 3.493 -11.645 -0.174 -0.298 -0.191 0.002
C 2.357 -1.487 2.562 0.092 -0.403 0.524 -0.193
F 2.767 -0.557 -5.666 -2.347 2.030 -1.044 0.101
Cl -5.662 -1.974 2.232 1.103 0.453 -0.387 0.672
C -1.868 3.534 0.856 0.538 0.162 0.101 -0.511
N -1.646 9.403 1.499 -0.590 -0.342 -0.127 0.015
F 3.352 0.537 -2.563 -3.391 0.528 -0.948 0.068
H -0.822 2.101 -10.150 0.051 0.123 -0.124 0.067
H -3.978 3.586 0.565 0.211 -0.039 0.036 0.084
I 2.192 1.517 3.447 -0.441 -0.801 -0.146 0.796
H -2.775 -0.564 0.249 -0.650 -0.247 1.841 0.146
C 2.006 0.884 -2.940 0.596 -0.481 1.103 -0.179
H 1.330 -8.171 1.201 -0.757 1.521 -0.940 0.084
F 0.896 0.727 -8.560 3.255 -0.373 2.160 0.103
H 2.608 -3.215 0.441 -0.986 0.706 -0.431 0.038
H 0.092 3.662 1.151 -0.016 0.028 0.021 0.116
O -3.118 -1.351 4.175 1.925 0.205 -2.759 -0.212
H 0.992 -7.696 -0.539 -0.389 0.836 1.739 0.090
F 0.018 2.044 -1.865 3.112 -1.403 0.197 0.074
H -4.038 10.178 0.356 -0.052 0.086 0.162 0.090
F 1.290 -0.346 -3.208 1.687 2.712 0.225 0.047
H 5.130 1.957 5.617 0.069 -0.097 0.038 0.122
C -2.605 -3.200 0.790 -1.802 0.547 2.089 -0.232
N 0.428 -3.451 -1.065 -1.574 1.940 0.363 0.056
C -0.086 -0.324 -0.237 0.039 1.262 -2.739 -0.128
O -3.221 -3.001 -2.458 3.646 -2.178 3.688 0.145
C -0.722 2.836 -12.750 0.180 0.480 -0.591 -0.554
N -0.032 -1.647 0.448 -0.575 -0.763 -0.989 -0.036
```
Forces are in eV/Å.

## Properties
E_HOMO: -0.382 hartree
E: -5701.23826 a.u.
Charge: +1

***

Entry 2:
Molecular formula: C12H24BBrN2O4P2S2
Method: DFT, wB97M-V/def2-TZVPD

```
48
Properties=species:S:1:pos:R:3:forces:R:3:lowdin_charge:R:1
C -3.008 -1.025 6.215 -0.457 1.100 -1.941 -0.156
H 4.578 3.285 -2.189 -0.143 0.049 -0.217 0.096
H -0.838 -3.016 -1.953 0.145 -0.484 0.293 -0.047
H -3.951 0.954 6.188 0.370 -0.826 -0.588 0.091
C -3.101 -0.886 1.770 0.230 -1.312 0.786 -0.548
C 1.963 1.158 -2.063 0.137 -0.224 -0.123 -0.004
H 1.244 1.761 -2.614 0.059 0.003 0.022 0.114
H 4.161 0.917 -0.633 -0.039 -0.078 -0.096 0.119
H 3.169 3.189 -1.131 -0.115 -0.111 -0.094 0.112
P -4.148 0.515 1.048 -0.822 1.340 1.602 0.612
H -6.073 -2.854 2.663 0.721 0.401 -0.770 -0.120
C -3.937 -2.264 1.473 1.385 -0.597 -1.327 -0.663
O -1.832 -1.015 1.126 -1.259 0.256 0.302 -0.091
H 6.081 3.154 -4.560 -0.156 0.067 -0.093 0.107
H -3.700 -3.156 2.102 -0.045 1.344 0.343 0.101
C 4.839 1.649 -4.582 0.263 0.121 0.069 -0.220
P -0.518 -3.060 -0.563 0.404 0.436 0.319 0.423
H -2.090 -2.766 3.583 -0.375 0.851 0.701 0.105
S 1.148 -2.057 -0.139 0.628 0.320 -0.448 -0.038
Br -4.719 0.086 -1.096 0.769 -0.107 0.046 0.280
H -0.251 -4.412 -0.162 -0.549 0.396 -0.747 -0.030
H 4.815 1.429 -5.653 -0.216 -0.304 0.086 0.132
N 3.354 1.564 -2.476 0.035 0.283 -0.159 -0.357
C -3.641 0.307 4.097 1.750 -3.457 1.331 -0.011
O -3.313 -2.604 0.223 -0.742 -0.358 0.345 -0.152
H 4.223 -0.292 -1.951 -0.036 0.037 0.125 0.118
C -3.087 -0.848 3.353 -0.348 2.372 1.673 -0.115
H 2.704 1.909 -4.449 0.037 -0.085 0.055 0.142
N -2.474 -2.053 5.506 -0.848 1.540 -0.367 0.039
B -1.903 -2.412 0.613 -0.967 -0.005 1.125 -0.989
C 4.350 0.759 -1.695 -0.156 0.068 -0.173 0.022
H 5.637 1.051 -4.133 -0.110 -0.182 -0.031 0.119
C 3.484 1.307 -3.977 0.217 0.435 0.295 -0.085
H 3.267 0.249 -4.127 0.000 0.045 -0.014 0.144
O -3.119 1.884 0.967 -0.487 -1.509 -1.063 -0.377
H 1.833 0.098 -2.291 -0.100 0.051 0.210 0.071
C -2.534 -1.919 4.165 0.050 -0.137 -1.570 -0.097
S -5.779 -2.173 1.498 -0.081 -0.126 0.032 0.700
H 1.858 1.324 -0.992 -0.040 -0.126 -0.081 0.110
H -4.063 1.203 3.604 0.319 -0.711 0.563 0.076
C -3.556 0.129 5.544 -0.307 0.444 -0.380 -0.075
O 5.135 3.030 -4.416 0.034 -0.041 0.075 -0.069
H 5.354 1.097 -1.941 -0.062 -0.005 0.002 0.100
C 3.525 3.029 -2.149 0.022 -0.286 0.354 0.008
H -3.342 2.273 0.097 0.301 0.034 0.575 0.009
H 2.939 3.616 -2.851 0.115 0.000 0.030 0.114
H -3.019 -1.072 7.322 0.100 -0.058 -0.896 0.099
H -1.664 -3.044 1.627 0.371 -0.862 -0.181 0.081
```
Forces are in eV/Å.

## Properties
E_HOMO: -0.252 hartree
E: -4959.99080 a.u.

***

Entry 3:
Molecular formula: C3H8N2O
Method: DFT, wB97M-V/def2-TZVPD

```
14
Properties=species:S:1:pos:R:3:forces:R:3:lowdin_charge:R:1
C 0.524 -2.228 -0.869 -1.611 2.587 0.467 -0.045
H 0.517 -2.318 -1.965 0.268 -0.073 0.182 0.073
H -1.173 -0.778 -2.125 0.029 0.751 0.870 0.087
N -0.300 -1.413 -0.282 2.824 -0.083 -1.120 -0.126
H 1.380 -2.486 -0.282 0.086 -1.532 0.345 0.060
C -0.833 -0.335 -1.140 -1.177 -0.745 -0.208 -0.157
H 0.257 -0.012 1.058 0.022 -0.229 0.497 0.040
H 0.343 0.863 2.730 -0.100 -1.010 -2.849 0.139
H -1.650 0.103 -0.516 0.404 0.020 -1.176 0.080
H -0.046 0.450 -1.338 -0.865 -0.946 0.443 0.082
O 0.230 2.423 -0.051 0.350 -0.823 2.270 -0.046
H 0.146 2.835 1.986 0.423 -0.486 -0.871 0.127
N 0.330 0.817 1.649 0.212 1.770 2.313 0.103
C 0.274 2.079 1.142 -0.868 0.802 -1.164 -0.417
```
Forces are in eV/Å.

## Properties
SMILES: C=NC.NC=O
Energy above the lowest of the compared OMol25 structures with the same formula, charge and spin: 57.9 kcal/mol
E_HOMO: -0.359 hartree
E: -303.79985 a.u.

***

Entry 4:
Molecular formula: C23H43Cl2F5N3O6PS
Method: DFT, wB97M-V/def2-TZVPD

```
84
Properties=species:S:1:pos:R:3:forces:R:3:lowdin_charge:R:1
O 1.276 -1.756 5.645 0.109 0.005 -0.048 -0.042
H 3.224 -1.014 4.467 -0.043 0.035 0.015 0.123
H -2.277 -1.695 -2.439 -0.031 -0.050 -0.057 0.118
C -0.311 -3.096 2.127 -0.119 0.019 0.165 -0.573
H -3.652 2.553 -1.956 -0.057 -0.044 -0.010 0.055
F -3.633 0.724 0.000 0.074 -0.044 -0.173 0.176
C 2.659 1.665 -3.119 0.271 0.515 -0.091 -0.075
O 3.656 2.762 -5.138 -0.580 0.371 0.162 -0.056
O 0.210 -0.565 1.655 0.008 -0.386 0.035 -0.132
H 0.809 1.675 2.474 0.100 -0.277 0.091 0.008
C -3.902 0.934 1.279 0.085 0.008 0.039 -0.594
C -0.260 -1.117 3.877 -0.042 0.301 -0.210 -0.089
H 2.439 4.454 -5.328 -0.530 0.172 0.228 0.104
N 2.491 -2.187 2.862 -0.006 0.002 0.092 0.036
F -4.166 2.232 1.440 -0.048 0.138 0.041 0.182
H -2.498 -0.718 -4.718 0.049 0.051 -0.057 0.105
H 0.833 -3.377 3.962 -0.215 -0.005 0.147 0.058
H 3.368 0.868 -3.351 -0.122 -0.120 -0.045 0.137
C 2.313 3.433 -4.997 1.979 -0.785 -1.123 -0.032
H 2.572 -0.119 3.132 -0.093 0.156 -0.229 0.076
N 1.514 3.538 0.967 -0.133 -0.270 0.042 -0.273
H -1.524 -0.408 -0.571 0.215 0.226 -0.104 0.084
H 0.291 -0.263 -2.495 0.148 -0.075 0.002 0.086
S -2.368 -1.296 2.214 -0.109 -0.049 0.107 0.807
H 1.612 2.791 -5.512 -0.548 0.253 0.354 0.109
Cl 0.662 -3.487 0.683 0.233 -0.286 0.060 0.799
H 0.520 -1.986 -2.177 0.174 0.149 -0.067 0.115
F -1.654 1.305 1.792 0.320 0.212 -0.186 0.120
H 4.769 2.248 -1.796 0.013 0.078 0.023 0.081
H -0.807 -0.176 3.982 0.022 0.021 -0.032 0.110
O -2.853 -1.792 0.958 -0.013 -0.051 0.046 -0.275
C 2.623 1.889 -1.611 0.062 0.115 -0.248 -0.392
C -1.396 -1.483 -3.054 0.150 -0.014 0.011 -0.187
C 1.135 -0.874 4.518 -0.005 -0.179 0.320 -0.326
H 0.879 -5.865 3.883 0.029 0.024 -0.009 0.072
H 2.846 -1.973 1.942 0.031 -0.002 0.005 0.070
C 0.911 0.936 -0.141 -0.223 0.188 0.227 -0.546
H 1.661 1.388 -3.462 0.066 -0.230 -0.060 0.107
H -1.523 1.760 -3.590 -0.001 0.038 0.111 0.107
H 1.129 0.154 4.898 0.029 -0.025 -0.030 0.141
C 0.488 -0.530 0.230 0.135 0.067 -0.468 -0.266
H 1.822 -5.103 2.607 -0.071 0.004 -0.183 0.059
C -2.206 0.935 -3.358 -0.064 0.034 -0.052 -0.227
H -0.790 -1.817 4.514 -0.016 -0.062 0.006 0.079
H 0.822 -1.379 6.404 -0.086 -0.088 -0.042 0.101
C -2.695 0.575 2.185 -0.288 -0.254 -0.066 -0.455
C 3.098 2.927 -3.867 -0.669 -0.121 0.638 -0.345
C 0.153 -3.944 3.342 0.209 -0.031 -0.279 -0.724
C 0.811 -5.265 2.976 -0.068 -0.091 0.367 -0.168
O 2.001 0.730 -1.026 0.095 0.072 0.138 -0.120
C -0.461 -1.538 2.406 0.158 0.175 -0.057 -0.405
H -4.249 0.449 -3.722 -0.021 0.016 -0.125 0.106
P 1.516 2.004 1.313 -0.022 0.383 -0.178 0.838
H 3.561 3.699 -3.248 0.151 -0.143 -0.054 0.146
H 0.221 -5.827 2.253 0.072 0.036 -0.086 0.075
C -0.200 -1.165 -2.133 -0.335 0.041 0.094 -0.159
H 1.366 -1.146 0.035 0.043 0.127 0.174 0.105
C -1.721 -0.360 -4.035 -0.103 0.013 0.015 -0.205
C -4.226 2.438 -2.879 0.153 0.086 -0.027 -0.104
H 4.046 2.920 -0.315 0.020 0.057 -0.057 0.070
H 2.015 2.774 -1.410 -0.033 -0.047 0.111 0.119
H -1.182 -2.385 -3.632 -0.061 -0.047 0.063 0.108
C 2.423 -1.015 3.721 0.116 0.051 -0.100 -0.202
H -4.228 3.410 -3.375 0.009 0.000 0.009 0.066
H 2.803 1.466 1.466 0.004 -0.219 0.187 0.012
H -5.254 2.211 -2.599 -0.024 0.021 -0.021 0.067
H -2.201 0.814 -2.272 0.099 0.006 -0.056 0.076
Cl -1.292 -4.322 4.343 -0.089 0.042 0.067 0.691
H 4.299 1.186 -0.469 0.075 -0.036 -0.128 0.079
H 0.964 4.084 1.616 0.068 0.112 -0.039 -0.031
F -3.011 0.935 3.430 -0.070 0.108 0.352 0.130
N -0.151 1.699 -0.741 -0.261 -0.127 0.253 0.097
H -3.606 1.694 -4.807 -0.103 -0.225 -0.089 0.105
O -2.992 -1.726 3.431 0.006 -0.006 -0.008 -0.279
C -3.621 1.342 -3.773 0.009 0.086 0.261 -0.255
H -0.915 -2.016 -0.349 -0.084 0.241 -0.036 0.056
H 3.058 -2.920 3.264 0.065 0.021 -0.027 0.089
H -1.296 -3.483 1.864 0.011 0.054 -0.073 0.077
C -0.627 -1.015 -0.669 -0.219 -0.361 -0.056 -0.202
F -4.970 0.234 1.630 -0.137 -0.117 0.074 0.194
H -0.836 -0.161 -4.648 -0.013 -0.033 -0.029 0.105
H -0.322 2.577 -0.267 0.231 0.183 -0.178 0.065
C 4.023 2.087 -1.019 -0.104 -0.128 0.201 -0.038
H -0.015 1.866 -1.727 -0.041 -0.082 -0.040 0.079
```
Forces are in eV/Å.

## Properties
SMILES: CCCCCCC[C@H](O[C@](C[C@@H](O)CN)([C@@H](Cl)[C@H](C)Cl)S(=O)(=O)C(F)(F)C(F)(F)F)[C@](N)(O[C@@H](C)C[C@@H]1CO1)[PH2]=N
E_HOMO: -0.332 hartree
E: -3676.98533 a.u.

***

Q: Among the records above, which one has the lowest E?
A: C38H63ClF14IN9O11PS

***

Q: The highest E belongs to which entry?
A: C3H8N2O

***

Q: The highest E belongs to which entry?
A: C3H8N2O